(1)
{
  "formula": "C5H29NO10",
  "method": "the ωB97M-V functional and the def2-TZVPD basis",
  "species": ["H", "O", "H", "H", "H", "C", "H", "H", "H", "H", "O", "H", "C", "O", "O", "C", "H", "H", "H", "C", "H", "O", "O", "H", "H", "H", "H", "H", "O", "H", "H", "H", "H", "H", "H", "H", "H", "H", "O", "H", "H", "O", "N", "O", "C"],
  "positions_angstrom": [[-2.6441, -0.4629, 3.7945], [3.1590, -2.4170, -1.5016], [3.9487, -1.8948, -1.3487], [-2.8934, 1.0746, -0.0478], [3.3342, 2.8153, 0.4301], [-1.5900, -0.3206, -0.8842], [-0.2238, -3.2862, 0.1901], [-2.9437, -0.5162, 0.7920], [-2.2019, -0.8829, -1.6019], [0.2082, -3.1792, -3.4831], [0.2402, -2.3562, -2.9829], [-1.0364, 2.4685, -3.0570], [-1.6015, 1.9957, -2.1717], [-1.7388, -0.7863, 3.7162], [0.3137, 1.0688, -0.8855], [-0.9575, -2.4436, 0.3823], [2.7237, -0.6434, 0.4214], [0.2699, -0.8500, -0.3835], [-2.3421, 1.7543, -2.9343], [-0.7900, 0.7778, -1.7317], [-1.1776, 0.0062, 3.7587], [-0.6142, -2.0218, 1.6598], [2.0235, -1.3339, 2.1062], [-0.3838, 2.7825, 0.3564], [-1.3153, -1.5031, 2.1163], [-0.3272, 0.2507, -2.5914], [0.2771, 1.1044, 1.6472], [1.1714, -1.7911, 2.2019], [2.5045, -0.1201, -0.3747], [1.8963, -0.4716, 2.5148], [-0.4251, -2.3936, -2.2902], [-1.7110, 2.7163, -1.3835], [-0.4060, 4.2699, 0.7922], [0.9111, 1.7871, -1.2084], [1.7517, -0.4422, -0.8436], [-1.4824, 0.5883, 0.9769], [2.4937, 1.4813, 0.2604], [2.4829, -1.9859, -2.0296], [0.5440, 1.3815, 2.5300], [-1.9873, -2.7670, 0.2944], [1.4702, 1.6465, 2.3322], [-0.5535, 3.6813, 0.0454], [-0.5771, -1.4056, -0.5406], [2.4927, 2.3907, 0.6219], [-2.2931, 0.2336, 0.3345]],
  "atomic_forces_ev_per_a": [[0.0, 0.0, 0.2], [-0.3, -1.5, 0.3], [-0.4, 0.5, -0.4], [0.1, -0.3, 0.4], [0.0, -0.2, 0.0], [1.4, -0.8, -2.6], [-1.2, 0.5, -0.1], [0.1, 0.3, 0.2], [-0.7, 0.5, 0.2], [-0.1, -0.1, 0.1], [0.3, 0.5, 0.1], [0.4, -0.1, 1.8], [2.1, -0.4, -2.8], [0.0, 0.3, -0.5], [0.0, 0.9, 0.4], [2.3, -2.4, 0.6], [-0.7, -0.5, -0.5], [0.7, -0.9, 0.3], [-1.4, -0.5, 1.2], [-0.1, -1.0, -0.2], [0.0, -0.1, 0.1], [-0.4, 0.3, -0.4], [0.1, -0.1, -0.1], [0.3, 0.4, 0.2], [0.1, 0.0, 0.4], [-0.8, 0.1, 0.0], [-0.1, 0.0, -0.1], [0.4, 0.2, 0.0], [1.5, 1.1, 0.8], [-0.2, 0.0, 0.3], [-0.1, -0.5, -0.4], [-0.8, 0.3, 0.0], [0.1, -0.1, 0.1], [-0.7, -0.6, 0.2], [0.0, -0.4, -0.1], [-0.7, 0.1, 0.3], [0.5, 0.2, -0.2], [0.7, 0.3, -0.2], [0.6, -0.2, -0.3], [-0.2, 0.2, -0.4], [-0.5, 0.4, 0.3], [-0.2, -0.1, 0.0], [-2.1, 3.5, 1.0], [-0.5, 0.0, 0.2], [0.1, 0.0, -0.5]],
  "s_squared": 0.755,
  "gap_ev": [10.78, 5.56],
  "total_charge": 1,
  "multiplicity": 2
}

---

(2)
{
  "formula": "C5H2ClFS",
  "method": "the ωB97M-V functional and the def2-TZVPD basis",
  "species": ["C", "H", "C", "C", "Cl", "C", "C", "F", "S", "H"],
  "positions_angstrom": [[-0.9766, 0.6600, 0.1685], [-2.8150, 2.0534, 0.3447], [0.3670, -0.8796, -1.3245], [1.0464, -0.2679, 1.0083], [0.7669, 0.5086, 2.5129], [0.1393, -0.1993, -0.0216], [-1.9318, 1.4239, 0.1838], [2.1592, -0.9430, 0.9737], [1.6951, -1.6448, -1.8305], [-0.4506, -0.7113, -2.0152]],
  "atomic_forces_ev_per_a": [[-2.2, 1.5, -0.5], [1.0, -0.6, -0.3], [0.2, 0.7, 0.5], [-1.2, 0.2, -0.4], [0.3, -0.2, -0.3], [1.6, -0.5, 0.6], [0.8, -0.9, 0.4], [0.0, 0.0, 0.0], [-0.2, -0.1, 0.0], [-0.2, -0.1, 0.0]],
  "gap_ev": 7.91,
  "total_charge": 0,
  "smiles": "C#C/C(C=S)=C(/F)Cl"
}

---

What are the largest force on an atom values for these records? In order: 4.2; 2.7 eV/Å.
What are the energy above the lowest of the compared OMol25 structures with the same formula, charge and spin values for these records? In order: 43.3; 9.8 kcal per mole.